(1)
C37H31BrHgN6O2PS2 | ωB97M-V/def2-TZVPD

Summary:
⟨S²⟩ ... 0.750
Gap between HOMO and LUMO (alpha / beta) ... 6.33 / 6.31 eV
2S+1 ... 2
Total charge ... -2
Energy above the lowest of the compared OMol25 structures with the same formula, charge and spin ... 16.8171 eV

Last column: Mulliken charge in e.
Element x y z (Å)
Hg (-0.23342, 1.78174, -0.07820)  1.43
Br (2.46551, 1.09998, -5.21662)  -0.32
S (1.10552, 2.98161, 1.47571)  -0.44
S (-1.05557, 0.46473, -1.95509)  -0.49
P (2.60719, -0.59135, -0.50831)  0.57
O (-1.06827, 5.48936, -5.14497)  -0.74
O (-1.81261, 5.31079, -2.97655)  -0.69
N (-0.89160, -0.76384, 0.51479)  0.68
N (1.93639, 1.75452, 3.74211)  -0.75
N (-2.90101, 2.51092, 0.39990)  0.18
N (0.58552, 3.20977, -4.35461)  -0.56
N (-1.35426, 1.64747, 2.52000)  0.14
N (-0.35946, 1.24247, 3.25839)  -1.09
C (-1.93995, -2.79473, 1.07769)  -1.27
C (-3.98569, -0.95123, 2.82151)  0.26
C (7.04375, -1.11018, -1.18140)  -0.26
C (0.50975, 4.27196, -2.25798)  0.12
C (6.22512, -2.43329, -0.83343)  -0.30
C (-3.39193, 1.99662, 1.42857)  0.14
C (5.12195, 0.09332, -1.02234)  -0.16
C (2.34142, 2.78594, -2.75381)  0.00
C (-2.67407, -2.85037, -0.09466)  -0.91
C (1.71647, 3.68249, -1.97945)  -0.46
C (-4.71437, 2.22274, 1.94303)  -1.17
C (-2.33878, -2.00057, -1.13263)  -0.81
C (-2.40900, -0.32791, 4.35760)  -0.29
C (1.46831, -1.97390, -2.78298)  -0.13
C (-5.47682, 3.08286, 1.38558)  -0.50
C (1.02094, -3.13992, -3.37279)  -0.16
C (6.50641, 0.13201, -1.13495)  -0.69
C (0.92609, 1.95427, 3.05085)  0.19
C (1.70835, -2.05173, -1.35838)  0.76
C (-1.14822, 4.97419, -4.01331)  0.22
C (-4.38698, -2.07305, 3.67689)  -0.78
C (-3.70551, 3.55799, -0.17962)  -0.47
C (-1.01636, -1.75324, 1.32950)  -1.33
C (1.61847, -3.24252, -0.62450)  -0.68
C (-4.98962, 3.82171, 0.20955)  -0.89
C (-1.41662, -0.86721, -0.79235)  0.42
C (4.83392, -2.34439, -0.69169)  -0.03
C (1.72955, 2.58007, -4.02966)  -0.14
C (2.56318, -0.77878, 1.26631)  -1.12
C (-3.86536, -2.29187, 4.83602)  -0.46
C (-2.58090, -1.50412, 4.96030)  -0.25
C (0.81390, -4.30240, -2.65207)  -0.56
C (1.35834, -4.39481, -1.29335)  -0.36
C (4.28707, -1.12530, -0.77314)  0.33
C (-2.56753, 1.11618, 2.36742)  0.20
C (-3.09459, -0.09259, 3.20667)  0.66
C (-0.02111, 4.06212, -3.58026)  0.38
H (2.50692, 0.18557, 1.67825)  0.21
H (-1.92584, -1.64774, 6.07966)  0.15
H (-0.03555, 4.94247, -1.50078)  0.31
H (1.11140, -3.09553, -4.53283)  0.23
H (3.33676, 2.56237, -2.56419)  0.65
H (7.12351, -3.39493, -0.66899)  0.11
H (-1.49229, 0.26802, 4.40524)  0.47
H (1.62533, -1.23780, 1.71428)  0.15
H (-4.33696, -0.63871, 1.84211)  0.57
H (3.46173, -1.08753, 1.77714)  0.52
H (-3.23702, 4.03208, -1.04888)  0.56
H (1.74949, -1.24978, -3.51239)  -0.04
H (2.12326, -3.25957, 0.31382)  0.49
H (-5.29193, 1.81298, 2.62477)  0.46
H (-6.43203, 3.20063, 1.69433)  0.56
H (0.42485, -5.33722, -3.25843)  0.10
H (2.22709, 3.66661, -0.89112)  0.24
H (-1.69357, -2.23743, -5.78473)  0.02
H (-0.93680, -1.47193, 2.26665)  1.35
H (4.77537, -3.44145, -0.21557)  0.09
H (1.37436, -5.42666, -0.65214)  0.15
H (-5.14688, -3.13010, 3.31337)  0.02
H (-5.64096, 4.27723, -0.46568)  0.38
H (-2.55635, -2.20499, -2.19436)  0.39
H (-2.36731, -3.41240, 1.83323)  0.50
H (-3.48555, -3.38580, -0.25656)  0.68
H (1.36940, 1.41870, 4.64105)  0.28
H (7.21512, 0.92434, -1.27528)  0.37
H (4.51301, 0.97296, -1.09333)  0.16
H (8.36223, -1.55660, -0.94304)  0.07
H (-3.81430, -3.11638, 5.61509)  0.32

***

(2)
C7H5F6P | ωB97M-V/def2-TZVPD

Summary:
Gap between HOMO and LUMO (alpha / beta) ... 6.31 / 8.61 eV
2S+1 ... 1

Last column: Mulliken charge in e.
Element x y z (Å)
P (2.08728, -0.15882, -1.15718)  -0.06
F (3.18424, -1.99723, 0.53041)  -0.22
F (2.04494, 1.56946, 0.88056)  -0.21
F (1.29560, -2.60985, -0.15812)  -0.24
F (1.41454, -1.11167, 1.37915)  -0.22
F (3.14093, 2.23431, -0.80240)  -0.25
F (4.01943, 0.76969, 0.48938)  -0.21
C (1.99656, -1.55162, 0.21182)  0.68
C (-2.89071, 0.04427, -0.74664)  -0.63
C (-1.72461, -0.88343, -0.47674)  0.00
C (-1.63146, 1.08407, 0.79412)  -0.78
C (-2.78039, 1.15196, -0.00275)  -0.44
C (-1.12604, -0.09253, 0.48726)  -0.04
C (2.89206, 1.13239, -0.06296)  0.71
H (-1.24111, -1.06524, -1.39313)  0.27
H (-1.35179, 1.83013, 1.45034)  0.55
H (-2.28034, -1.87913, -0.13483)  0.22
H (-3.54088, -0.36684, -1.46795)  0.46
H (-3.50825, 1.90009, 0.17966)  0.42

***

(3)
C5H6N2O | ωB97M-V/def2-TZVPD

Summary:
Gap between HOMO and LUMO ... 8.61 eV
2S+1 ... 1
SMILES string ... C=Cc1[nH]cnc1O
Energy above the lowest of the compared OMol25 structures with the same formula, charge and spin ... 0.3112 eV

Last column: Mulliken charge in e.
Element x y z (Å)
O (-0.26672, 2.03998, -0.03992)  -0.53
N (1.20628, -1.15546, -0.00950)  -0.08
N (1.88122, 0.97395, 0.01513)  -0.67
C (-1.28556, -0.85665, -0.03920)  -0.36
C (2.26129, -0.28149, 0.03608)  -0.27
C (-2.32696, 0.00108, 0.06107)  -0.85
C (0.51529, 0.92730, -0.04901)  0.75
C (0.08160, -0.37737, -0.06272)  0.31
H (3.32044, -0.60801, 0.06110)  0.36
H (1.20794, -2.18075, -0.04231)  0.20
H (-3.33802, -0.40281, 0.14083)  0.24
H (-2.17562, 1.05953, -0.02948)  0.29
H (-1.42069, -1.94760, -0.10961)  0.25
H (0.33950, 2.80828, 0.06754)  0.35

***

(4)
H80O40 | ωB97M-V/def2-TZVPD

Summary:
Gap between HOMO and LUMO ... 9.75 eV
2S+1 ... 1
Energy above the lowest of the compared OMol25 structures with the same formula, charge and spin ... 8.9589 eV

Last column: Mulliken charge in e.
Element x y z (Å)
O (-6.85733, -0.51987, -0.31456)  -0.63
O (5.48949, -1.94775, -2.21390)  -0.61
O (4.07746, 1.16732, 5.13008)  -0.61
O (4.98310, 3.72436, 0.38092)  -0.67
O (3.47170, -3.04680, -4.35799)  -0.66
O (3.29204, 0.81091, 1.76353)  -0.47
O (-3.39521, -2.16618, 3.29301)  -0.71
O (-3.19717, 3.97296, 4.30005)  -0.63
O (0.27133, -2.70275, -4.64173)  -0.65
O (-5.28187, 0.62983, -2.69867)  -0.58
O (-2.36734, -6.07146, 0.21161)  -0.65
O (-0.57404, 0.93656, 0.42231)  -0.20
O (-2.50764, 5.00686, 1.49545)  -0.68
O (1.17462, 2.89905, -5.51218)  -0.61
O (1.12441, 1.37122, -3.45570)  -0.21
O (-2.91350, -2.19084, 5.66292)  -0.56
O (-1.04193, -4.01550, 4.84312)  -0.59
O (3.12701, -5.05171, 0.98211)  -0.63
O (-2.16017, -0.84554, -0.30592)  -0.31
O (-4.16475, 4.13019, -2.52919)  -0.65
O (-2.92879, -2.75606, -2.74233)  -0.60
O (6.06653, 0.47846, -0.42045)  -0.50
O (1.16534, 2.07147, 4.69088)  -0.63
O (-1.82756, 0.17532, -2.98587)  -0.46
O (3.62358, 2.24817, -1.83583)  -0.60
O (0.83398, -2.60422, 0.88258)  -0.42
O (-2.51797, 2.74817, 0.16705)  -0.61
O (-4.29068, -1.33734, -5.17767)  -0.62
O (2.02836, -0.86644, -4.97093)  -0.67
O (0.32332, 5.71655, -0.43328)  -0.57
O (-1.30901, -3.96972, 1.29327)  -0.51
O (4.75942, -3.21130, 0.41512)  -0.52
O (3.97175, -1.89382, 2.63853)  -0.68
O (2.66805, -1.54982, -1.65031)  -0.21
O (-0.68959, 0.05338, 3.88974)  -0.33
O (1.82809, 3.03669, 0.44392)  -0.32
O (-5.44930, -3.47299, -0.35275)  -0.59
O (3.22150, 3.39201, -4.05003)  -0.75
O (-0.40963, 3.76547, 3.16223)  -0.52
O (-3.54198, 1.39607, 4.36195)  -0.60
H (-2.53415, -1.69768, 3.06572)  0.35
H (0.85634, 2.15210, -3.93083)  0.33
H (2.69110, 3.46814, 0.67627)  0.19
H (2.87615, -2.40153, -1.17303)  0.27
H (4.49611, -4.02747, 0.86984)  0.34
H (0.48717, 3.32025, -6.03699)  0.25
H (-1.66328, -0.75859, -2.88386)  0.32
H (3.24055, -1.37732, 2.94875)  0.33
H (1.73385, 3.34697, -0.46595)  0.24
H (-2.70372, -1.83090, -2.84416)  0.29
H (3.91014, 1.35132, -2.11236)  0.27
H (-3.07744, -0.54638, -0.03066)  0.21
H (-1.95146, 3.12165, -0.48530)  0.26
H (4.60235, 2.84483, 0.57327)  0.28
H (-0.37200, 4.60985, 2.57763)  0.24
H (-3.71416, -0.90720, -5.83717)  0.30
H (-3.91695, 2.12186, 4.92172)  0.29
H (3.95000, 0.16252, 2.19622)  0.23
H (0.34139, -3.35133, 1.23316)  0.32
H (2.27929, -4.54509, 0.92978)  0.30
H (-1.12950, 3.94974, 3.79883)  0.40
H (-1.67012, -3.56124, 2.07369)  0.18
H (0.99320, 1.99958, 5.63413)  0.27
H (5.03588, -3.56570, -0.43139)  0.24
H (-2.40714, 0.38463, -3.71039)  0.18
H (1.93815, -0.07657, -4.46492)  0.19
H (-3.64089, 4.49991, 3.62987)  0.32
H (3.94415, 2.04686, 4.77950)  0.30
H (3.11097, 3.01188, -3.12894)  0.47
H (-4.40500, 3.18474, -2.56012)  0.33
H (0.61462, 6.15105, 0.36984)  0.30
H (-2.60132, -1.41306, 6.14101)  0.29
H (-1.95051, -3.97321, 0.59187)  0.29
H (3.61287, -2.27759, 1.80481)  0.35
H (3.05029, -5.93288, 1.31568)  0.26
H (-3.57374, -1.69061, 5.16756)  0.30
H (-4.05438, -1.50284, 3.08255)  0.27
H (-1.94202, -5.62085, -0.51076)  0.32
H (4.97739, 3.65519, -0.58884)  0.36
H (2.11762, -1.03399, -1.01352)  0.03
H (-3.97219, 1.83545, 3.56387)  0.31
H (-2.16778, 1.99477, 0.71690)  0.30
H (1.24828, 3.03911, 4.44984)  0.27
H (-5.41116, 0.43861, -1.73242)  0.31
H (-6.16721, -0.49520, 0.33860)  0.28
H (0.95570, -1.91659, 1.52478)  0.16
H (-5.10736, -4.30776, -0.68661)  0.32
H (6.34042, -0.45886, -0.52100)  0.29
H (0.52747, 6.43524, -1.05306)  0.28
H (2.97810, 1.16684, 2.59987)  0.20
H (4.63777, 0.87417, 4.38746)  0.30
H (-0.15764, 0.80133, 4.19702)  0.16
H (-4.59753, -3.00209, -0.10481)  0.26
H (1.99579, 3.39594, -5.33798)  0.38
H (0.23762, -3.22997, -3.84891)  0.26
H (1.46965, -0.88504, -5.80409)  0.29
H (-1.78049, -6.15267, 0.98492)  0.32
H (-2.72734, 4.19517, 1.04576)  0.53
H (-2.86537, -2.86316, -1.79610)  0.19
H (3.60733, 2.75354, -4.65829)  0.31
H (-1.78652, -0.03262, -0.64010)  0.32
H (-4.77179, 4.55385, -1.92799)  0.30
H (-4.99623, -0.20316, -3.07170)  0.28
H (-2.34663, 4.27358, 3.89488)  0.22
H (-3.75884, -2.02333, -4.78313)  0.33
H (0.52653, 1.16003, -2.73144)  0.09
H (3.33525, -2.31369, -4.91082)  0.36
H (4.97889, -1.13929, -2.21176)  0.35
H (-0.82525, -4.85337, 5.21373)  0.26
H (2.90588, 2.00418, -1.25515)  0.11
H (0.38199, 1.19098, 0.17742)  -0.14
H (-1.50606, 0.37291, 4.26298)  0.25
H (3.45610, -2.57194, -3.49303)  0.17
H (-1.95156, -3.70498, 4.89434)  0.37
H (6.88748, 0.93487, -0.58612)  0.25
H (-6.89935, -1.41159, -0.63107)  0.33
H (1.17862, -2.32102, -4.66897)  0.51
H (4.89907, -2.65167, -2.49506)  0.28
H (-0.66197, 0.29013, 1.13394)  0.17
H (-1.88863, 5.51694, 0.89429)  0.24

***

(5)
C4H8O2 | ωB97M-V/def2-TZVPD

Summary:
Gap between HOMO and LUMO ... 9.31 eV
2S+1 ... 1
Energy above the lowest of the compared OMol25 structures with the same formula, charge and spin ... 4.2176 eV

Last column: Mulliken charge in e.
Element x y z (Å)
O (1.21056, 0.13704, 0.59870)  -0.12
O (-1.40860, 0.93785, 1.89200)  -0.45
C (1.96755, -0.24931, -0.56542)  -0.52
C (-0.31270, 1.42686, 1.71276)  0.28
C (-1.69142, -0.92303, -0.80542)  -0.97
C (0.47890, 1.19503, 0.47767)  -0.39
H (-2.72655, -0.70271, -0.53568)  0.28
H (-1.17532, -1.31445, 0.07369)  0.20
H (-1.20651, 0.00070, -1.13360)  0.20
H (2.98530, -0.46058, -0.23447)  0.27
H (-1.66982, -1.65797, -1.61335)  0.30
H (1.93665, 0.56273, -1.29336)  0.35
H (1.50612, -1.15393, -0.96653)  0.24
H (0.10586, 2.20178, 2.39301)  0.33

***

(6)
C18H20F3N3O | ωB97M-V/def2-TZVPD

Summary:
Gap between HOMO and LUMO ... 9.39 eV
2S+1 ... 1
SMILES string ... FC(F)(F)c1cccc(Cc2noc(CN3C[C@@H]4CCC[C@H]3C4)n2)c1
Energy above the lowest of the compared OMol25 structures with the same formula, charge and spin ... 0.0174 eV

Last column: Mulliken charge in e.
Element x y z (Å)
F (2.71884, -0.98633, 5.70288)  -0.28
F (2.61620, 0.79314, 4.50046)  -0.27
F (1.20661, 0.49067, 6.09382)  -0.25
O (-0.61599, -1.51329, -1.83351)  -0.16
N (0.16074, 0.56425, -4.08811)  0.05
N (-1.30182, -1.43852, -0.65696)  -0.54
N (0.06205, 0.30724, -0.82595)  -0.49
C (0.92463, -0.83076, 4.15351)  0.07
C (-2.08790, 0.73699, -4.84527)  0.24
C (-0.21001, -2.79199, 3.39668)  -0.67
C (-0.42252, 1.83688, -3.65407)  0.17
C (-1.95183, 1.65666, -6.06085)  -1.03
C (-0.16664, 2.88202, -4.74697)  -1.23
C (-1.92509, 1.56899, -3.57630)  -1.07
C (0.68095, -2.19098, 4.27021)  -0.72
C (-1.32092, 0.12235, 1.25182)  -1.19
C (-0.57272, 2.31622, -6.10743)  -0.68
C (-0.85284, -2.04119, 2.42991)  -0.52
C (-0.61666, -0.67501, 2.31988)  0.74
C (0.96641, -0.13732, -3.11474)  -1.23
C (-0.90015, -0.22253, -4.71725)  -0.96
C (0.18621, -0.44211, -1.88220)  0.75
C (1.86539, -0.14471, 5.10189)  0.92
C (-0.87345, -0.34832, -0.08422)  1.03
C (0.28136, -0.07048, 3.18451)  -0.61
H (0.89111, 3.14710, -4.76624)  0.40
H (0.48910, 0.98639, 3.10884)  0.36
H (-2.52073, 2.47904, -3.57795)  0.52
H (1.18663, -2.76894, 5.02793)  0.45
H (-3.03620, 0.19700, -4.88614)  0.44
H (-1.53896, -2.50911, 1.73965)  0.46
H (-1.08424, 1.18163, 1.34263)  0.35
H (-2.11296, 1.08672, -6.97841)  0.37
H (-0.55621, -0.59453, -5.68668)  0.44
H (1.32483, -1.06594, -3.56459)  0.42
H (0.00781, 2.15803, -2.70263)  0.55
H (0.16906, 1.57485, -6.40367)  0.25
H (-2.17971, 0.98813, -2.68723)  0.17
H (-0.56946, 3.10968, -6.85699)  0.46
H (1.81644, 0.49167, -2.84244)  0.45
H (-0.73889, 3.78248, -4.51770)  0.39
H (-1.18303, -1.08712, -4.10346)  0.31
H (-2.39890, -0.02824, 1.33502)  0.36
H (-2.72943, 2.42208, -6.00548)  0.39
H (-0.40173, -3.85098, 3.47392)  0.41